## 1
ORCA calculation (wB97M-V/def2-TZVPD) on the ion C2H6N3S with charge +1.

```
! RIJCOSX wB97M-V def2-TZVPD def2/J DEFGRID3
* xyz 1 1
C 1.2122 1.1149 1.1560
C 0.8942 -0.6835 -0.5802
N 1.2809 0.2424 0.1974
N -1.2079 1.5849 0.1872
N 0.1588 -1.7425 -0.1693
S -0.0962 2.1752 1.3198
H 2.0277 1.4799 1.7022
H 1.1325 -0.5745 -1.6989
H -0.7375 1.2750 -0.6312
H -1.8871 2.2836 0.0874
H 0.0320 -1.8855 0.8788
H 0.0609 -2.5081 -0.8558
*
```

As for the LUMO energy: -4.346 eV. The HOMO energy is -13.50 eV.

natural (NBO) population analysis, charges in e, atoms 1 to 6: atom 1 (C): -0.04, atom 2 (C): 0.36, atom 3 (N): -0.46, atom 4 (N): -0.95, atom 5 (N): -0.75, atom 6 (S): 0.67

=====

## 2
ORCA calculation (wB97M-V/def2-TZVPD) on the ion C2H6N3S with charge +1.

```
! RIJCOSX wB97M-V def2-TZVPD def2/J DEFGRID3
* xyz 1 1
N 1.2020 1.5352 0.3803
C 0.2791 0.5966 0.1279
N 0.5372 -0.7244 0.1263
C -0.5138 -1.5847 -0.3132
S -2.0041 -0.4545 -0.5831
N -1.0127 0.9522 -0.1858
H 1.9582 1.2085 0.9439
H 0.8622 2.4262 0.6858
H 1.2197 -1.2649 0.6249
H -0.3814 -2.1345 -1.3533
H -0.8900 -2.2903 0.3371
H -1.2568 1.7345 -0.7908
*
```

As for the SMILES: [NH2+]=C1NCSN1. As for the LUMO energy: -3.640 eV. The HOMO energy is -13.15 eV.

natural (NBO) population analysis, charges in e, atoms 1 to 6: atom 1 (N): -0.73, atom 2 (C): 0.68, atom 3 (N): -0.57, atom 4 (C): -0.32, atom 5 (S): 0.42, atom 6 (N): -0.70

=====

Energies relative to the most stable structure, in hartree: 1 0.0316; 2 0.0000.

=====

## 1
ORCA calculation (wB97M-V/def2-TZVPD) on a structure of composition C48H38N4OP2PtSSe.

```
! RIJCOSX wB97M-V def2-TZVPD def2/J DEFGRID3
* xyz 2 1
Pt 0.4174 -0.1589 0.1363
O -2.1769 -0.0894 0.8036
C -3.0049 -0.9816 0.1620
C -4.3933 -0.9148 0.1683
C -5.1382 -1.9313 -0.4055
C -4.5168 -3.0241 -0.9879
C -3.1378 -3.0614 -1.0645
C -2.3748 -2.0317 -0.5201
P -0.5852 -2.0178 -0.8353
C -0.3965 -1.8694 -2.6295
C 0.9176 -1.9468 -3.0940
C 1.1911 -1.7952 -4.4381
C 0.1524 -1.5632 -5.3296
C -1.1511 -1.4718 -4.8684
C -1.4334 -1.6187 -3.5213
C -0.0945 -3.7200 -0.4386
C -0.2845 -4.1247 0.8824
C -0.0244 -5.4291 1.2524
C 0.4573 -6.3298 0.3126
C 0.6733 -5.9216 -0.9935
C 0.3943 -4.6217 -1.3788
C -2.6076 1.1621 1.2101
C -3.6101 1.3457 2.1542
C -3.9838 2.6317 2.5138
C -3.3701 3.7312 1.9358
C -2.3238 3.5526 1.0480
C -1.9141 2.2687 0.7032
P -0.4757 1.9788 -0.3857
C 0.8726 3.0744 0.1411
C 0.9327 3.7548 1.3523
C 2.0853 4.4414 1.7001
C 3.1984 4.4020 0.8750
C 3.1551 3.7026 -0.3242
C 1.9912 3.0589 -0.6989
C -1.0898 2.6793 -1.9367
C -1.8808 1.8903 -2.7658
C -2.4710 2.4533 -3.8809
C -2.2771 3.7977 -4.1630
C -1.4756 4.5780 -3.3435
C -0.8772 4.0238 -2.2273
H -4.9042 -0.0757 0.6132
H -6.2158 -1.8686 -0.3865
H -5.1052 -3.8270 -1.4000
H -2.6423 -3.8854 -1.5572
H 1.7107 -2.1449 -2.3841
H 2.2075 -1.8543 -4.7943
H 0.3599 -1.4621 -6.3838
H -1.9531 -1.2845 -5.5643
H -2.4531 -1.5617 -3.1707
H -0.6545 -3.4044 1.6016
H -0.1999 -5.7539 2.2665
H 0.6573 -7.3506 0.5997
H 1.0542 -6.6220 -1.7201
H 0.5411 -4.3247 -2.4069
H -4.0859 0.4909 2.6117
H -4.7642 2.7699 3.2456
H -3.6958 4.7277 2.1874
H -1.8248 4.4085 0.6159
H 0.0816 3.7732 2.0154
H 2.1083 5.0005 2.6241
H 4.0987 4.9195 1.1591
H 4.0244 3.6515 -0.9647
H 1.9272 2.5393 -1.6467
H -2.0193 0.8442 -2.5263
H -3.0870 1.8547 -4.5328
H -2.7550 4.2411 -5.0219
H -1.3203 5.6219 -3.5720
H -0.2500 4.6272 -1.5854
N 0.6427 -1.4723 7.5597
C 0.5857 -0.3582 6.8306
S 0.5745 1.1370 7.5420
C 0.5789 -0.4561 5.3634
C 1.1726 -1.5149 4.6746
C 1.1410 -1.5194 3.2897
N 0.5909 -0.5444 2.5738
C 0.0322 0.4738 3.2260
C -0.0107 0.5540 4.6024
H 0.6526 -1.4030 8.5671
H 0.6112 -2.3948 7.1556
H 1.6698 -2.3163 5.1946
H 1.5712 -2.3370 2.7257
H -0.4019 1.2628 2.6259
H -0.4927 1.3860 5.0924
Se 3.3833 0.6141 1.9181
N 2.6684 0.2813 0.3165
C 3.6525 0.1662 -0.5802
C 3.5155 -0.0157 -1.9682
C 4.6480 -0.1360 -2.7246
C 5.9402 -0.0660 -2.1539
C 6.1157 0.1506 -0.8187
C 4.9723 0.2810 -0.0031
N 4.9905 0.5192 1.3006
H 2.5285 -0.0390 -2.4060
H 4.5645 -0.2755 -3.7910
H 6.8041 -0.1672 -2.7916
H 7.0891 0.2397 -0.3649
*
```

As for the LUMO energy (spin up / spin down): -7.434 / -7.427 eV. The HOMO energy (spin up / spin down) is -12.60 / -12.60 eV.

Löwdin population analysis, charges in e, atoms 1 to 6: atom 1 (Pt): 0.78, atom 2 (O): -0.12, atom 3 (C): -0.24, atom 4 (C): 0.01, atom 5 (C): -0.04, atom 6 (C): -0.05

=====

## 2
ORCA calculation (wB97M-V/def2-TZVPD) on a structure of composition C48H38N4OP2PtSSe.

```
! RIJCOSX wB97M-V def2-TZVPD def2/J DEFGRID3
* xyz 2 1
Pt -0.0432 -0.4853 0.1361
O 2.1039 2.0123 0.6718
C 3.3880 1.5882 0.9239
C 4.3689 2.3578 1.5295
C 5.6276 1.8082 1.7111
C 5.8976 0.5093 1.3097
C 4.9026 -0.2761 0.7575
C 3.6375 0.2644 0.5578
P 2.2651 -0.6884 -0.1587
C 2.8453 -2.3579 0.3096
C 3.4891 -3.2352 -0.5586
C 3.9989 -4.4306 -0.0768
C 3.8605 -4.7576 1.2622
C 3.1978 -3.8985 2.1265
C 2.6912 -2.7032 1.6521
C 2.4480 -0.5922 -1.9630
C 3.6933 -0.6415 -2.5806
C 3.7699 -0.7409 -3.9593
C 2.6171 -0.7665 -4.7283
C 1.3734 -0.6819 -4.1215
C 1.2925 -0.5987 -2.7436
C 1.8568 3.0764 -0.1463
C 2.7646 4.0071 -0.6284
C 2.3084 5.0139 -1.4646
C 0.9653 5.1120 -1.7979
C 0.0614 4.1670 -1.3412
C 0.5131 3.1324 -0.5317
P -0.5222 1.7980 0.1323
C -1.9915 2.0140 -0.9247
C -3.2608 2.4255 -0.5434
C -4.2743 2.4852 -1.4892
C -4.0326 2.1244 -2.8040
C -2.7631 1.7206 -3.1924
C -1.7477 1.6735 -2.2581
C -0.8077 2.3072 1.8442
C -0.3888 1.4488 2.8584
C -0.4969 1.8384 4.1798
C -1.0119 3.0889 4.4882
C -1.4321 3.9443 3.4804
C -1.3254 3.5613 2.1543
H 4.1571 3.3624 1.8633
H 6.3983 2.4009 2.1762
H 6.8858 0.1035 1.4479
H 5.1093 -1.2986 0.4789
H 3.6117 -2.9848 -1.6034
H 4.5106 -5.1051 -0.7474
H 4.2659 -5.6854 1.6307
H 3.0838 -4.1591 3.1667
H 2.1719 -2.0176 2.3118
H 4.5943 -0.6201 -1.9840
H 4.7352 -0.8020 -4.4356
H 2.6896 -0.8652 -5.7992
H 0.4731 -0.6869 -4.7160
H 0.3186 -0.5332 -2.2569
H 3.8108 3.9540 -0.3734
H 3.0138 5.7291 -1.8588
H 0.6272 5.9202 -2.4264
H -0.9816 4.2323 -1.6163
H -3.4577 2.7102 0.4791
H -5.2572 2.8250 -1.2010
H -4.8268 2.1699 -3.5322
H -2.5669 1.4518 -4.2204
H -0.7387 1.4024 -2.5511
H 0.0370 0.4817 2.5838
H -0.1770 1.1791 4.9711
H -1.0768 3.4032 5.5178
H -1.8351 4.9145 3.7288
H -1.6326 4.2279 1.3594
N -7.1572 -0.2295 0.5391
C -6.2685 -0.4120 -0.4546
S -6.8532 -0.3612 -2.0561
C -4.8773 -0.5642 -0.2090
C -4.2703 -0.2625 1.0369
C -2.9130 -0.3240 1.1718
N -2.0888 -0.6952 0.1739
C -2.6515 -1.0452 -1.0028
C -3.9918 -0.9805 -1.2360
H -8.1295 -0.0881 0.3170
H -6.9170 -0.3968 1.5016
H -4.8590 0.0698 1.8744
H -2.4490 -0.0678 2.1130
H -1.9812 -1.4001 -1.7807
H -4.3819 -1.2506 -2.2040
Se 0.3425 -3.4464 -1.5773
N -0.0194 -2.5929 -0.0280
C -0.8374 -3.3638 0.7041
C -1.3249 -3.0613 1.9830
C -2.2014 -3.9373 2.5709
C -2.6114 -5.1110 1.9128
C -2.1212 -5.4541 0.6811
C -1.2121 -4.5877 0.0496
N -0.6696 -4.7769 -1.1526
H -0.9950 -2.1547 2.4756
H -2.5903 -3.7289 3.5555
H -3.3312 -5.7510 2.3963
H -2.4240 -6.3579 0.1822
*
```

As for the LUMO energy: -6.266 eV. The HOMO energy is -12.93 eV.

Löwdin population analysis, charges in e, atoms 1 to 6: atom 1 (Pt): 0.80, atom 2 (O): -0.08, atom 3 (C): -0.25, atom 4 (C): 0.01, atom 5 (C): -0.03, atom 6 (C): -0.04

=====

Energies relative to the most stable structure, in hartree: 1 0.0933; 2 0.0000.

=====

## 1
ORCA calculation (wB97M-V/def2-TZVPD) on a structure of composition C3H4N3.

```
! RIJCOSX wB97M-V def2-TZVPD def2/J DEFGRID3
* xyz 1 1
C -2.0818 -0.4997 -0.5285
C -2.0867 0.6567 0.2152
C 2.1381 -0.1276 0.0176
N -0.7951 0.6440 0.4517
N -0.9314 -1.0424 -0.8221
N -0.1588 -0.3308 -0.0927
H -2.8728 1.2002 0.6948
H 2.2374 0.9205 -0.1217
H 2.1916 -0.4412 0.9832
H 2.3595 -0.9796 -0.7976
*
```

As for the LUMO energy (spin up / spin down): -8.255 / -8.253 eV. The HOMO energy (spin up / spin down) is -16.14 / -16.14 eV.

natural (NBO) population analysis, charges in e, atoms 1 to 6: atom 1 (C): 0.60, atom 2 (C): -0.15, atom 3 (C): -0.01, atom 4 (N): -0.13, atom 5 (N): -0.27, atom 6 (N): -0.02

=====

## 2
ORCA calculation (wB97M-V/def2-TZVPD) on the ion C3H4N3 with charge +1.

```
! RIJCOSX wB97M-V def2-TZVPD def2/J DEFGRID3
* xyz 1 1
N -0.7552 1.3497 1.9381
C -0.5278 0.7372 0.8472
N -0.3999 0.3785 -0.2624
N -0.3569 -0.6407 -1.1028
C 0.7502 -1.5686 -0.9594
C 0.7915 -0.8067 -2.0010
H -1.6602 1.2768 2.3940
H -0.0655 1.9737 2.3464
H 1.0698 -2.3470 -0.3108
H 1.1540 -0.3528 -2.8894
*
```

As for the SMILES: [NH2+]=C=NN1C=C1. As for the LUMO energy: -4.052 eV. The HOMO energy is -13.94 eV.

natural (NBO) population analysis, charges in e, atoms 1 to 6: atom 1 (N): -0.76, atom 2 (C): 0.66, atom 3 (N): -0.12, atom 4 (N): -0.24, atom 5 (C): -0.02, atom 6 (C): 0.02

=====

Energies relative to the most stable structure, in hartree: 1 0.1423; 2 0.0000.